No. 1
# C2H13NO4

C2H13NO4 as an isolated structure (ωB97M-V with the def2-TZVPD basis set, the OMol25 dataset).

Element x y z (Å)
C  2.530  -1.492  0.089
C  0.879  -1.252  -0.921
N  1.271  -0.756  0.343
H  3.217  -1.011  0.868
H  2.509  -2.620  0.122
H  3.028  -1.272  -0.866
H  1.141  -0.661  -1.803
H  -0.035  -1.802  -0.935
H  -1.783  1.843  -2.041
H  -0.467  1.309  -1.358
O  -1.322  1.043  -1.832
H  -2.174  0.364  1.439
H  -2.203  1.080  0.143
O  -2.691  1.036  0.994
H  1.210  0.915  -0.152
H  0.374  2.077  0.339
O  0.990  1.890  -0.346
H  -1.006  -1.476  2.464
H  -0.169  -0.952  1.205
O  -1.101  -0.975  1.579

Calculated values
ΔE to the lowest compared entry with this formula, charge and spin: 4.717 eV
HOMO energy: -9.79 eV
F_max: 5.9 eV Å⁻¹
gap between HOMO and LUMO: 7.99 eV

Atom charges from the Löwdin analysis, given in e for atoms 1 to 5: C -0.174; C 0.057; N -0.151; H 0.126; H 0.098


No. 2
# C30H31N5O2PRuS

C30H31N5O2PRuS as an isolated structure (ωB97M-V with the def2-TZVPD basis set, the OMol25 dataset).

Element x y z (Å)
Ru  -0.619  0.214  -0.018
N  -1.008  4.501  -0.568
C  -0.620  3.230  -0.319
S  -1.127  1.975  -1.407
N  0.217  3.016  0.661
N  0.538  1.683  0.749
C  1.603  1.386  1.417
C  1.924  -0.017  1.494
C  3.004  -0.501  2.231
C  3.190  -1.861  2.322
C  2.290  -2.704  1.675
C  1.254  -2.157  0.952
N  1.066  -0.831  0.833
H  -1.835  4.639  -1.122
H  -0.805  5.188  0.140
H  2.195  2.159  1.888
H  3.660  0.195  2.735
H  4.010  -2.266  2.901
H  2.380  -3.779  1.733
H  0.544  -2.802  0.463
O  -1.832  -3.714  -0.429
C  -1.415  -2.609  -0.709
O  -1.685  -1.529  -0.035
C  -0.465  -2.467  -1.923
P  0.120  -0.742  -2.103
C  -0.780  -0.207  -3.592
C  -2.173  -0.167  -3.524
C  -2.916  0.185  -4.638
C  -2.277  0.513  -5.827
C  -0.893  0.482  -5.898
C  -0.146  0.118  -4.786
C  1.866  -0.773  -2.578
C  2.425  -1.780  -3.363
C  3.775  -1.750  -3.678
C  4.573  -0.711  -3.215
C  4.023  0.296  -2.434
C  2.674  0.262  -2.112
H  -1.014  -2.782  -2.811
H  0.360  -3.168  -1.798
H  -2.682  -0.410  -2.596
H  -3.996  0.211  -4.574
H  -2.859  0.794  -6.695
H  -0.389  0.743  -6.820
H  0.935  0.103  -4.850
H  1.805  -2.588  -3.733
H  4.204  -2.535  -4.286
H  5.627  -0.689  -3.462
H  4.644  1.105  -2.073
H  2.236  1.041  -1.498
C  0.253  -1.127  5.222
N  -0.557  -0.088  4.630
C  0.166  1.165  4.585
C  -1.030  -0.491  3.312
C  -2.089  0.421  2.735
C  -3.115  0.794  3.603
C  -4.184  1.558  3.172
C  -4.228  1.940  1.842
C  -3.200  1.581  0.981
C  -2.086  0.834  1.391
H  0.602  -0.812  6.207
H  1.145  -1.372  4.613
H  -0.332  -2.040  5.341
H  0.315  1.555  5.593
H  -0.398  1.901  4.011
H  1.163  1.058  4.118
H  -1.448  -1.498  3.407
H  -0.194  -0.584  2.610
H  -3.058  0.469  4.636
H  -4.975  1.835  3.857
H  -5.065  2.514  1.463
H  -3.291  1.888  -0.052

Calculated values
ΔE to the lowest compared entry with this formula, charge and spin: 0.000 eV
multiplicity: 2
HOMO energy (spin up / spin down): -7.66 / -7.56 eV
F_max: 0.6 eV Å⁻¹
gap between HOMO and LUMO (spin up / spin down): 6.99 / 6.91 eV

Atom charges from the Löwdin analysis, given in e for atoms 1 to 5: Ru 0.964; N 0.095; C -0.795; S 0.707; N 0.024


No. 3
# C14H17B2Br5FN2O3

C14H17B2Br5FN2O3 as an isolated structure (ωB97M-V with the def2-TZVPD basis set, the OMol25 dataset).

Element x y z (Å)
C  -3.211  0.853  -2.172
C  -2.306  0.990  -0.773
Br  -3.307  1.080  0.947
C  -0.793  1.073  -0.826
Br  -0.080  1.053  -2.741
B  0.199  1.217  0.461
C  1.823  1.106  0.069
C  2.290  -0.343  -0.507
C  1.361  -1.614  -0.943
C  2.049  -3.000  -1.567
C  3.694  -3.171  -1.771
C  4.365  -4.525  -2.429
C  4.634  -1.917  -1.292
C  3.940  -0.561  -0.688
B  0.033  2.807  0.993
N  1.054  3.510  1.888
O  -1.129  3.667  0.568
C  -0.021  0.185  1.705
O  0.234  0.675  2.951
N  -0.526  -1.238  1.662
C  0.135  -1.898  2.891
O  -0.567  -2.321  3.956
F  1.632  -2.040  2.975
H  -4.366  0.916  -1.963
H  -2.913  -0.129  -2.775
H  -2.942  1.812  -2.822
H  2.134  2.020  -0.593
H  2.381  1.247  1.116
H  0.198  -1.533  -0.856
H  1.388  -3.918  -1.896
H  3.826  -4.710  -3.479
H  5.518  -4.389  -2.708
H  4.161  -5.457  -1.752
H  5.824  -1.930  -1.395
H  4.654  0.327  -0.384
H  1.736  3.954  1.202
H  1.610  2.838  2.460
H  -1.068  4.527  1.098
H  -1.555  -1.246  1.929
C  -7.315  2.079  1.531
Br  -6.757  2.897  -0.143
Br  -7.876  0.233  1.283
Br  -5.950  2.241  2.907
H  -8.191  2.635  1.882

Calculated values
HOMO energy: -5.08 eV
F_max: 9.3 eV Å⁻¹
gap between HOMO and LUMO: 6.73 eV
charge: -1

Atom charges from the Löwdin analysis, given in e for atoms 1 to 5: C -0.200; C -0.621; Br 0.642; C -0.449; Br 0.622